Record 1
Entry from the Open Molecules 2025 dataset: a cluster of 13 separate species, C7H41NO12 in total (ωB97M-V/def2-TZVPD).

Geometry (Å):
1 O -1.630 3.628 -1.605
2 O -4.178 -0.952 2.494
3 O 0.513 2.365 -2.559
4 O -1.906 1.419 -3.591
5 O 0.739 -3.433 0.439
6 O 1.998 -2.412 4.021
7 O 0.084 4.491 1.084
8 O 2.443 -3.506 -1.954
9 O 1.094 -1.384 -3.758
10 O -0.838 -1.295 3.832
11 O -2.366 -2.863 1.892
12 O 2.228 3.356 -0.474
13 N 0.396 0.818 0.199
14 C -0.375 -0.419 -0.026
15 C 1.819 0.479 0.279
16 C 2.256 -0.137 -1.101
17 C -1.567 -0.086 -1.095
18 C 2.249 -0.434 1.407
19 C -2.754 -0.880 -0.742
20 C -0.107 1.485 1.392
21 H -0.748 -0.861 0.904
22 H 1.510 -3.493 0.976
23 H 2.366 -3.277 -2.875
24 H -1.557 -1.513 3.150
25 H -0.828 2.254 1.189
26 H -2.456 -3.650 2.460
27 H -1.565 -3.145 1.365
28 H -1.152 -0.466 -2.142
29 H 1.666 -0.046 -1.974
30 H 2.017 -0.157 2.460
31 H 2.508 -1.259 -0.969
32 H 3.293 -0.814 1.345
33 H 1.392 2.656 -2.281
34 H -0.585 -0.451 3.430
35 H -2.009 1.904 -2.590
36 H 1.025 -3.466 -0.439
37 H 2.715 -2.666 -1.533
38 H 1.685 -1.291 1.334
39 H -0.668 0.754 1.904
40 H -3.811 -1.825 2.818
41 H 2.473 1.403 0.472
42 H 2.737 3.054 0.312
43 H 1.297 -2.261 3.568
44 H -3.034 -0.729 0.367
45 H 0.617 -1.520 -4.555
46 H 0.624 2.044 1.944
47 H 0.149 1.682 -1.934
48 H -3.668 -0.660 -1.408
49 H 0.269 -1.332 -0.605
50 H -0.815 3.346 -2.136
51 H 1.177 -0.389 -3.823
52 H 0.249 4.303 0.168
53 H -3.795 -1.054 1.646
54 H 1.418 2.881 -0.135
55 H -1.829 0.923 -1.254
56 H -0.489 5.268 1.130
57 H -1.141 1.817 -3.947
58 H -2.580 -1.976 -0.881
59 H 2.164 -1.972 4.700
60 H -1.336 4.534 -1.506
61 H 3.371 0.351 -1.308

Summary:
* relative energy (zero: lowest compared OMol25 entry of this formula, charge and spin): 184.2 kcal/mol

---

Record 2
Entry from the Open Molecules 2025 dataset: an isolated molecule of C27H22N2O4 (ωB97M-V/def2-TZVPD).

Geometry (Å):
1 O -4.989 2.295 -2.453
2 O -3.772 3.634 -3.721
3 O 5.838 2.410 -3.501
4 O 6.832 2.490 -1.556
5 N 5.811 2.294 -2.249
6 N -3.886 2.826 -2.759
7 C 2.249 1.426 -1.851
8 C 4.097 -0.631 3.623
9 C -3.040 1.258 2.807
10 C -1.692 0.986 -0.419
11 C 2.109 1.333 -0.448
12 C 4.490 1.885 -0.257
13 C -1.781 1.694 2.418
14 C 3.466 1.658 -2.453
15 C 0.740 0.959 0.118
16 C -0.731 0.753 2.383
17 C -4.624 -0.579 3.604
18 C -0.903 -0.408 3.192
19 C 1.990 -0.966 2.516
20 C -0.364 2.645 -1.555
21 C 0.590 1.041 1.707
22 C -2.736 2.482 -2.006
23 C -2.827 1.421 -1.067
24 C 3.140 -1.476 3.059
25 C -0.423 1.547 -0.658
26 C -1.470 3.018 -2.308
27 C 1.749 0.416 2.537
28 C 2.532 1.211 3.443
29 C -2.163 -0.841 3.504
30 C -3.281 -0.064 3.238
31 C 3.265 1.641 0.333
32 C 3.727 0.697 3.911
33 C 4.592 1.944 -1.656
34 H 0.802 2.112 1.697
35 H 3.255 -2.556 2.982
36 H -1.405 3.704 -3.124
37 H -5.339 -0.275 2.848
38 H -1.837 0.260 0.397
39 H -3.882 1.937 2.756
40 H 0.610 -0.207 0.350
41 H 5.048 -1.044 3.914
42 H 1.341 1.424 -2.463
43 H 1.237 -1.577 1.980
44 H -3.811 0.987 -0.901
45 H 4.419 1.331 4.453
46 H -2.219 -1.819 3.984
47 H -0.017 -0.980 3.434
48 H 5.393 2.024 0.346
49 H -4.548 -1.670 3.701
50 H -1.567 2.703 2.010
51 H 0.506 3.317 -1.620
52 H 3.569 1.639 -3.523
53 H 2.230 2.261 3.617
54 H -4.902 -0.171 4.581
55 H 3.265 1.708 1.444

Summary:
* structure (SMILES): Cc1ccc([C@@H](c2ccccc2)C(c2ccc([N+](=O)[O-])cc2)c2ccc([N+](=O)[O-])cc2)cc1
* relative energy (zero: lowest compared OMol25 entry of this formula, charge and spin): 225.2 kcal/mol

---

Record 3
Entry from the Open Molecules 2025 dataset: a cluster of 6 separate species, C10H15Cl10N in total (ωB97M-V/def2-TZVPD).

Geometry (Å):
1 Cl -1.409 -0.177 -1.565
2 Cl -0.014 2.345 0.866
3 Cl -1.048 -3.798 0.624
4 Cl -3.529 -5.425 -4.171
5 Cl -3.189 -2.841 -2.799
6 Cl -2.697 1.973 1.908
7 Cl 1.514 2.314 -2.571
8 Cl 1.324 -1.126 -1.204
9 Cl -0.355 4.026 -4.003
10 Cl -3.637 -2.530 1.085
11 N 2.602 -0.153 3.544
12 C 3.319 2.042 4.116
13 C -1.726 2.690 0.570
14 C -1.892 -2.399 1.326
15 C 3.002 0.732 4.451
16 C -3.486 -4.577 -2.623
17 C 2.966 1.482 1.832
18 C 2.548 0.234 2.259
19 C 0.518 2.468 -4.006
20 C -0.108 -1.112 -2.292
21 C 3.324 2.417 2.779
22 H 0.185 -0.661 -3.235
23 H -0.209 1.667 -4.087
24 H -4.421 -4.811 -2.119
25 H -1.588 -2.363 2.369
26 H 2.861 1.670 0.768
27 H -2.029 2.171 -0.329
28 H -1.539 -1.472 0.888
29 H -1.890 3.758 0.541
30 H 3.684 3.411 2.547
31 H 1.100 2.525 -4.920
32 H -0.392 -2.135 -2.511
33 H -2.723 -4.985 -1.964
34 H 3.629 2.792 4.832
35 H 3.066 0.419 5.485
36 H 2.239 -0.572 1.612

Summary:
* structure (SMILES): c1ccncc1.ClCCl.ClCCl.ClCCl.ClCCl.ClCCl
* relative energy (zero: lowest compared OMol25 entry of this formula, charge and spin): 2.3 kcal/mol

---

Number 1: calculated total energy -33979.7506 eV. Number 2: calculated total energy -39518.4172 eV. Number 3: calculated total energy -137327.3385 eV.